{"formula": "C13H14CdFN5O4STe", "method": "wB97M-V/def2-TZVPD", "multiplicity": 1, "total_energy_ha": -2012.3739, "lumo_ev": -0.37, "largest_force_ev_per_a": 2.97, "orbital_gap_ev": 7.1, "species": ["Cd", "N", "N", "C", "N", "S", "H", "H", "H", "H", "H", "Te", "C", "C", "C", "C", "C", "C", "H", "H", "H", "H", "H", "F", "C", "C", "N", "C", "C", "O", "O", "C", "O", "N", "C", "O", "H", "H", "H", "H"], "positions_angstrom": [[1.0872, 0.9451, -0.7133], [0.7352, -0.9286, 0.8473], [-0.1852, -0.7412, 1.9092], [-0.6732, 0.4467, 2.1590], [-1.6106, 0.5546, 3.1178], [-0.0900, 1.8637, 1.4593], [0.3461, -1.3471, -0.0514], [1.6314, -1.3240, 1.1576], [-0.6664, -1.5633, 2.2581], [-2.2486, -0.2295, 3.2488], [-2.0220, 1.5093, 3.2214], [3.2387, 1.8831, -2.2727], [4.6557, 0.6225, -1.2584], [4.6626, 0.5406, 0.1507], [5.6636, -0.1725, 0.7938], [6.6721, -0.7834, 0.0792], [6.6906, -0.6568, -1.2742], [5.7189, 0.0096, -1.9575], [3.8636, 1.0422, 0.6944], [5.6524, -0.2597, 1.8945], [7.5102, -1.2696, 0.6625], [7.4870, -1.0629, -1.8547], [5.6947, 0.0582, -3.0251], [-5.2920, 2.5712, 0.7861], [-4.8025, 1.3833, 0.4285], [-3.7190, 1.1131, -0.3366], [-3.6744, -0.0713, -1.0415], [-2.8119, -0.2744, -2.1944], [-1.3506, 0.1129, -1.9335], [-1.1471, 1.3535, -1.7250], [-0.4037, -0.7579, -1.9968], [-4.3457, -1.2208, -0.4940], [-4.2199, -2.3524, -0.9631], [-5.2131, -0.9315, 0.5214], [-5.6414, 0.3343, 1.0016], [-6.5094, 0.4470, 1.8226], [-2.9171, 1.8032, -0.6501], [-3.1532, 0.3637, -3.0140], [-2.8703, -1.3209, -2.4278], [-5.7430, -1.6901, 0.9702]], "forces_ev_per_a": [[0.043, 0.751, -1.098], [-0.181, -0.471, -0.751], [0.974, -2.320, -1.585], [0.024, 2.454, 0.240], [-1.148, 0.574, 0.113], [0.001, 0.242, -0.034], [0.163, 0.114, 1.611], [-0.797, 0.062, -0.105], [0.191, 0.060, -0.051], [0.218, 0.379, 0.197], [0.517, -1.432, -0.161], [-0.427, -0.829, 0.817], [0.527, 0.205, 0.391], [-0.262, -0.046, -0.949], [-0.543, -0.010, 1.156], [1.323, -0.362, 1.999], [0.769, -0.417, -0.865], [-2.109, 0.976, 0.385], [0.264, -0.074, 0.128], [0.002, 0.138, -0.653], [-1.087, 0.426, -0.979], [0.562, -0.419, -0.206], [0.285, 0.002, -0.497], [1.156, 0.828, 0.154], [-0.557, -0.292, 0.392], [-0.705, 1.285, -0.987], [-0.350, -2.101, 2.040], [0.721, 0.216, 0.038], [1.550, 0.260, -0.378], [0.223, -1.243, 0.377], [-1.453, 1.199, 1.001], [0.479, -0.457, -2.070], [0.030, 1.454, 0.828], [-1.103, 0.034, 1.331], [1.352, -0.842, -1.154], [-0.223, -0.037, 0.112], [-0.791, 0.041, 0.218], [-0.086, -0.210, 0.002], [-0.123, -0.315, -0.295], [0.569, 0.178, -0.712]]}

---

{"formula": "C13H14Cl3N2O8ReS", "method": "wB97M-V/def2-TZVPD", "s2": 0.76, "multiplicity": 2, "total_energy_ha": -3072.0442, "lumo_ev": [-5.74, -5.85], "largest_force_ev_per_a": 0.45, "total_charge": 1, "orbital_gap_ev": [6.8, 6.7], "e_above_lowest_kj_mol": 0.0, "species": ["Re", "C", "C", "C", "C", "C", "C", "C", "S", "O", "O", "N", "C", "C", "O", "O", "H", "H", "H", "H", "H", "H", "H", "H", "H", "Cl", "C", "Cl", "Cl", "C", "O", "O", "N", "C", "C", "O", "O", "H", "H", "H", "H", "H"], "positions_angstrom": [[-0.9498, -0.7425, -1.3936], [-1.3935, 1.0593, 5.0248], [-0.6716, 1.1649, 3.7279], [0.1639, 2.1601, 3.4015], [0.7258, 2.2176, 2.0721], [0.7117, 1.1389, 1.2742], [0.1813, -0.1857, 1.7407], [-0.9747, 0.0999, 2.7053], [1.1266, 1.3131, -0.3794], [1.5336, 2.6361, -0.6994], [1.8977, 0.1760, -0.8315], [-0.4029, 1.0499, -1.0692], [-1.1701, 2.2096, -1.5140], [-2.2841, 1.6463, -2.3727], [-2.9951, 2.2673, -3.0890], [-2.3881, 0.3151, -2.1637], [-1.2116, 1.9253, 5.6566], [-1.0704, 0.1609, 5.5571], [-2.4686, 0.9638, 4.8543], [0.3606, 2.9683, 4.0921], [1.1390, 3.1479, 1.7018], [-1.1361, -1.7226, 1.0922], [-1.2719, -0.8307, 3.1841], [-0.5426, 2.8994, -2.0746], [-1.6010, 2.7339, -0.6561], [-2.7126, -2.0200, -0.8128], [-0.2756, -1.2042, 0.6730], [1.4531, -0.9420, 2.7870], [-2.4121, 0.6554, 1.7515], [0.6353, -2.2777, 0.1323], [1.4630, -2.9821, 0.6097], [0.3105, -2.3091, -1.1827], [2.5395, -1.8375, -2.7134], [1.7792, -2.1632, -3.9579], [0.2811, -2.0479, -3.7322], [-0.5083, -2.8239, -4.1471], [-0.0676, -0.8870, -3.0823], [2.3446, -0.8838, -2.3700], [3.5443, -1.9463, -2.8470], [2.2255, -2.4539, -1.9521], [2.0097, -3.1810, -4.2576], [2.0823, -1.4679, -4.7400]], "forces_ev_per_a": [[-0.334, 0.244, 0.022], [0.005, 0.004, 0.010], [0.018, 0.013, -0.021], [-0.028, -0.022, 0.014], [-0.007, -0.012, -0.025], [0.075, 0.031, -0.017], [-0.047, -0.026, -0.002], [0.000, 0.046, -0.022], [-0.197, -0.126, 0.171], [0.002, 0.011, -0.087], [0.029, 0.025, 0.035], [0.448, -0.022, -0.012], [-0.083, -0.040, -0.050], [0.039, 0.159, 0.138], [-0.004, -0.006, 0.004], [-0.029, -0.139, -0.070], [-0.003, -0.001, 0.000], [-0.001, 0.000, -0.001], [0.000, 0.003, 0.002], [0.002, 0.000, -0.002], [0.003, 0.001, 0.002], [0.027, -0.054, -0.009], [-0.008, 0.003, 0.007], [-0.004, 0.002, -0.002], [0.004, 0.019, -0.006], [0.127, -0.009, -0.119], [0.037, 0.016, -0.003], [-0.042, -0.026, -0.009], [-0.001, -0.007, 0.001], [0.045, 0.112, -0.166], [0.082, 0.044, -0.008], [-0.029, -0.055, 0.070], [-0.088, -0.050, 0.023], [0.022, 0.042, 0.010], [-0.038, 0.181, 0.035], [0.027, -0.043, 0.021], [-0.098, -0.323, 0.012], [0.007, 0.014, 0.038], [0.009, 0.012, -0.010], [0.034, -0.009, 0.038], [0.003, 0.000, -0.011], [-0.003, -0.007, -0.003]]}